# 1
Below is a single C2H7N3S molecule at a distorted geometry, with properties calculated with the ωB97M-V functional and the def2-TZVPD basis.

Structure (XYZ):
```
13
Properties=species:S:1:pos:R:3:forces:R:3
C -0.515 0.146 -0.070 -1.1 -2.1 0.8
C 0.732 -0.675 -0.269 0.6 0.5 1.6
H -2.508 0.876 -0.307 -1.9 -1.7 0.6
H -3.125 0.095 0.979 -0.7 0.3 1.4
H -1.586 -1.534 -0.416 0.1 -1.0 -0.5
H 0.240 1.762 -0.201 0.5 0.9 0.0
H 0.663 -1.025 -1.253 0.5 -0.4 -1.7
H 0.717 -1.558 0.340 -0.4 -0.4 0.4
H 2.654 -0.291 1.435 -0.9 0.4 -2.2
N -2.903 -0.099 0.040 2.3 2.1 -2.1
N -1.615 -0.725 0.149 0.5 1.2 0.3
N -0.684 1.391 -0.074 0.2 0.2 0.0
S 2.379 0.055 0.041 0.3 -0.1 1.5
```
Positions in Å, forces in eV/Å.

- HOMO level: -9.379 eV
- Kohn-Sham gap: 9.9 eV
- Total energy: -17491.4930 eV
- SMILES: [H]/N=C(\CS)NN
- Energy above the lowest of the compared OMol25 structures with the same formula, charge and spin: 136.9 kJ/mol


# 2
Below is a 3-piece molecular cluster, C32H49ClIN5O8P overall at a distorted geometry, with properties calculated with the ωB97M-V functional and the def2-TZVPD basis.

Structure (XYZ):
```
97
Properties=species:S:1:pos:R:3:forces:R:3
C -1.698 -3.747 0.498 1.1 0.8 -0.1
C -1.049 -2.709 0.424 0.3 -1.2 -1.5
N -0.150 -1.701 -0.112 -0.5 -0.4 0.4
C -0.731 -0.345 -0.277 -2.1 1.6 0.8
C -2.184 -0.356 -0.993 0.1 0.5 -0.5
C -3.268 0.188 0.038 0.4 0.2 0.7
P -5.039 -0.115 -0.467 -1.4 -1.0 0.0
O -5.161 -0.998 -1.681 0.4 1.5 1.6
O -5.770 -0.855 0.880 0.9 1.7 -2.4
C -7.161 -1.166 0.604 -1.8 -1.4 1.4
C -7.461 -2.577 1.312 0.0 -0.1 -0.3
O -5.769 1.390 -0.610 1.1 -2.7 -0.3
C -6.744 1.443 -1.691 -1.2 2.4 -0.9
C -6.981 3.011 -1.991 0.3 -0.3 0.2
C 1.103 -1.954 -0.435 1.1 -2.2 0.2
N 1.572 -3.319 -0.178 0.3 2.4 0.6
C 2.120 -3.378 1.243 1.8 -0.2 -0.1
I 1.038 -4.746 2.543 0.0 0.7 -0.1
C 3.651 -3.915 1.176 -0.4 -0.8 1.4
C 3.734 -5.521 1.105 0.8 -0.1 -0.9
N 2.056 -1.039 -1.002 -1.5 -0.6 0.0
C 1.797 -0.622 -2.404 0.4 0.7 -1.1
C 0.910 -1.601 -3.278 -0.3 0.1 -0.8
C 1.648 -2.962 -3.688 0.1 1.0 -0.3
Cl 0.595 -3.908 -4.878 0.7 0.7 1.1
C 2.521 0.032 -0.096 1.4 0.8 1.3
C 3.905 0.728 -0.554 -0.2 0.2 0.7
C 5.144 0.294 0.348 0.7 0.2 -0.9
O 5.402 1.228 1.428 0.4 -0.8 -1.3
C 6.798 1.599 1.469 1.0 0.3 1.0
H -2.141 -4.784 0.574 0.5 2.1 0.1
H -0.069 0.418 -0.769 -0.3 -1.4 0.4
H -0.937 0.049 0.779 0.6 -0.6 -1.3
H -2.171 0.386 -1.863 0.2 -1.1 1.1
H -2.435 -1.361 -1.453 0.2 1.1 0.8
H -3.092 1.306 0.152 -0.4 -1.3 -0.1
H -3.087 -0.261 1.073 -0.5 0.4 -1.4
H -7.874 -0.426 1.108 1.3 -0.6 -0.8
H -7.408 -1.234 -0.498 0.5 0.1 1.2
H -6.899 -2.682 2.298 -0.7 0.4 -1.3
H -8.569 -2.702 1.544 1.4 0.3 -0.4
H -7.158 -3.437 0.637 -0.3 1.1 0.8
H -6.393 0.996 -2.666 -0.2 0.0 1.5
H -7.728 1.017 -1.324 1.3 0.2 -0.6
H -7.754 3.452 -1.282 1.0 -0.5 -1.0
H -7.310 3.145 -3.067 0.2 -0.2 1.3
H -6.000 3.588 -1.883 -1.3 -0.9 0.0
H 2.421 -3.480 -0.750 -0.8 0.4 0.2
H 2.154 -2.349 1.712 -0.4 -1.3 -0.4
H 4.129 -3.642 2.180 -0.6 -0.1 -1.4
H 4.253 -3.404 0.364 -0.9 -0.5 0.7
H 3.780 -5.997 2.139 -0.4 0.7 -1.5
H 4.703 -5.840 0.590 -1.2 0.6 0.6
H 2.898 -5.969 0.467 1.0 0.6 1.1
H 1.400 0.454 -2.384 0.2 -1.5 -0.3
H 2.813 -0.543 -2.927 -1.3 -0.2 0.8
H -0.140 -1.783 -2.857 1.5 0.1 -0.4
H 0.723 -1.059 -4.269 0.3 -0.7 1.4
H 1.902 -3.626 -2.813 -0.4 0.6 -1.2
H 2.573 -2.680 -4.294 -1.1 -0.5 1.1
H 1.793 0.880 0.094 0.4 -1.1 -0.5
H 2.737 -0.447 0.921 -0.4 0.7 -1.3
H 3.774 1.855 -0.424 0.2 -1.5 -0.2
H 4.147 0.561 -1.645 -0.4 0.0 1.2
H 6.068 0.297 -0.328 -1.3 -0.2 0.8
H 5.032 -0.766 0.757 0.0 1.2 -0.4
H 7.062 2.492 0.823 -0.6 -1.0 0.5
H 7.504 0.744 1.207 -1.1 1.0 0.3
H 7.035 1.884 2.543 -0.4 -0.4 -1.4
C 11.970 -3.289 0.138 0.0 0.0 0.0
C 11.153 -3.341 1.262 0.1 0.2 -0.1
C 10.567 -2.179 1.750 -0.1 -0.1 0.1
C 10.804 -0.972 1.100 0.3 -0.6 -0.2
C 11.625 -0.912 -0.020 0.1 0.1 -0.1
C 12.210 -2.077 -0.500 -0.1 -0.1 0.2
N 10.168 0.252 1.596 -0.1 0.4 0.2
O 9.467 0.166 2.594 0.3 0.0 -0.4
O 10.370 1.288 0.983 -0.1 -0.4 0.2
H 12.421 -4.199 -0.244 0.0 0.1 0.0
H 10.970 -4.288 1.757 0.0 0.1 0.0
H 9.933 -2.231 2.626 0.1 0.2 -0.1
H 11.817 0.027 -0.527 -0.1 0.0 0.2
H 12.850 -2.042 -1.374 -0.1 0.0 0.1
C -8.782 7.966 2.508 0.0 0.0 0.0
C -9.393 8.561 1.410 0.0 -0.2 0.1
C -9.908 7.773 0.389 -0.1 0.1 -0.1
C -9.810 6.389 0.480 0.3 0.4 0.5
C -9.194 5.786 1.571 0.0 -0.2 0.1
C -8.679 6.581 2.587 -0.1 0.1 -0.2
N -10.376 5.553 -0.584 -0.2 -0.2 -0.4
O -10.892 6.116 -1.535 0.2 -0.2 0.4
O -10.301 4.340 -0.456 0.0 0.4 0.0
H -8.386 8.584 3.307 0.0 -0.1 -0.1
H -9.470 9.641 1.352 0.0 -0.1 0.0
H -10.382 8.248 -0.462 0.0 -0.2 0.0
H -9.111 4.708 1.646 -0.1 0.1 -0.2
H -8.199 6.122 3.444 -0.1 0.0 -0.1
```
Positions in Å, forces in eV/Å.

- HOMO level: -11.352 eV
- Kohn-Sham gap: 7.3 eV
- Total energy: -87704.3652 eV
- Energy above the lowest of the compared OMol25 structures with the same formula, charge and spin: 397.8 kJ/mol
- Total charge: +1


# 3
Below is C27H37ErN6O2 as an isolated structure at a distorted geometry, with properties calculated with the ωB97M-V functional and the def2-TZVPD basis.

Structure (XYZ):
```
73
Properties=species:S:1:pos:R:3:forces:R:3
Er -0.058 -0.863 0.140 -1.0 -1.1 -1.5
C -2.718 -2.218 1.388 0.1 0.1 0.1
C -2.696 -0.814 2.021 0.0 0.0 -0.1
N -2.021 0.210 1.174 0.0 -0.1 0.0
C -2.913 0.928 0.230 0.0 0.0 0.1
C -2.152 1.307 -1.030 0.0 -0.1 0.0
N -1.660 0.043 -1.610 0.2 0.4 -0.1
C -0.890 0.160 -2.872 -0.1 -0.1 0.0
C -0.770 -1.194 -3.574 0.0 0.0 0.1
C -0.237 -2.377 -2.760 -0.1 0.0 0.0
N -1.124 -2.661 -1.599 0.3 -0.1 -0.1
C -1.094 -4.050 -1.091 0.0 0.1 0.0
C -0.136 -4.200 0.071 0.0 0.1 0.0
N -0.323 -3.112 1.054 0.1 -0.1 0.1
C -1.599 -3.183 1.833 0.0 0.1 -0.1
H -2.734 -2.128 0.296 -0.1 0.0 0.0
H -3.663 -2.688 1.658 0.0 0.0 0.0
H -2.162 -0.850 2.970 0.0 0.0 0.0
H -3.716 -0.497 2.239 0.0 0.1 0.0
H -1.636 0.908 1.803 0.1 0.0 0.0
H -3.342 1.813 0.699 0.0 0.0 0.0
H -3.745 0.270 -0.033 0.0 0.0 0.0
H -1.306 1.955 -0.791 0.0 0.0 0.0
H -2.804 1.849 -1.718 0.0 0.1 0.0
H -2.500 -0.477 -1.842 0.0 -0.2 0.1
H 0.093 0.577 -2.649 0.0 0.0 0.0
H -1.378 0.857 -3.559 0.0 0.1 0.0
H -0.130 -1.062 -4.448 0.0 0.0 0.0
H -1.756 -1.473 -3.964 0.0 0.0 0.0
H 0.777 -2.177 -2.409 0.0 0.0 0.0
H -0.178 -3.247 -3.418 0.0 0.0 0.0
H -2.064 -2.528 -1.953 -0.1 0.1 0.1
H -0.836 -4.764 -1.876 0.0 0.0 0.0
H -2.101 -4.295 -0.753 0.0 0.0 0.0
H 0.900 -4.158 -0.275 0.0 0.0 0.0
H -0.282 -5.180 0.532 0.0 0.0 0.0
H 0.427 -3.193 1.733 0.0 0.1 0.1
H -1.354 -2.967 2.872 0.0 0.0 0.0
H -1.979 -4.205 1.799 0.0 0.0 0.0
C 3.082 -1.790 -0.748 0.1 0.1 -0.1
O 2.071 -0.788 -1.034 -0.2 -0.4 0.6
C 2.420 0.248 -1.888 -0.1 0.0 0.0
C 3.099 -0.027 -3.057 0.0 0.0 -0.1
C 3.370 0.998 -3.953 0.0 0.0 0.0
C 2.961 2.295 -3.670 0.0 0.0 0.0
C 2.309 2.561 -2.482 0.0 0.1 0.0
C 2.014 1.550 -1.563 0.1 0.1 -0.1
N 1.484 2.008 -0.338 0.4 0.2 -0.3
N 1.032 1.161 0.467 0.1 0.5 0.3
C 0.776 1.542 1.783 0.1 0.1 0.3
C 0.646 0.414 2.625 0.2 0.2 -0.1
O 0.590 -0.808 2.104 0.2 0.3 0.8
C 0.576 0.588 4.023 -0.1 -0.2 0.1
C 0.598 1.839 4.551 0.0 0.1 0.1
C 0.671 3.005 3.739 0.0 -0.1 0.0
C 0.642 4.276 4.344 0.0 0.0 0.0
C 0.686 5.415 3.585 0.0 0.0 0.0
C 0.759 5.303 2.192 0.0 0.0 -0.1
C 0.805 4.073 1.572 0.0 0.0 0.0
C 0.767 2.885 2.330 0.0 0.0 -0.1
H 3.077 -2.566 -1.510 0.0 0.0 0.0
H 2.846 -2.214 0.226 0.0 0.0 0.0
H 4.060 -1.316 -0.701 0.0 0.0 0.0
H 3.411 -1.040 -3.283 0.0 0.0 0.0
H 3.903 0.779 -4.869 0.0 0.0 0.0
H 3.176 3.098 -4.362 0.0 0.0 0.0
H 2.027 3.572 -2.213 0.0 0.0 0.0
H 0.522 -0.295 4.648 0.0 0.0 0.0
H 0.556 1.967 5.626 0.0 0.0 0.0
H 0.580 4.338 5.425 0.0 0.0 0.0
H 0.666 6.389 4.056 0.0 0.0 0.0
H 0.789 6.201 1.587 0.0 0.0 0.0
H 0.888 4.027 0.500 0.0 0.0 0.0
```
Positions in Å, forces in eV/Å.

- HOMO level (alpha / beta): -12.891 / -12.894 eV
- Kohn-Sham gap (alpha / beta): 6.5 / 6.5 eV
- Total energy: -69245.3970 eV
- ⟨S²⟩: 3.753
- 2S+1: 4
- Total charge: +2


Question: Which value of total energy does entry 1 give?
Answer: -17491.4930 eV